Density functional theory data (wB97M-V/def2-TZVPD) for a structure of composition C24H25LiN3O3.

Geometry (Å):
C: -0.3028 4.6061 0.1664
C: 0.5455 5.0003 -0.9692
H: 0.0708 4.9944 1.1209
H: -1.3433 4.9439 0.0504
C: 1.0362 4.1579 -1.9143
C: 0.7817 2.7176 -1.9610
H: 1.5658 2.1019 -1.4936
H: 0.5322 2.3311 -2.9551
C: 0.8761 6.4602 -1.0393
H: 0.3112 7.0125 -0.2780
H: 0.6305 6.8961 -2.0180
H: 1.9444 6.6526 -0.8552
C: 1.9416 4.6768 -2.9889
H: 2.7915 5.2387 -2.5779
H: 1.4129 5.3347 -3.6943
H: 2.3466 3.8347 -3.5653
Li: -0.2249 -1.6290 0.4882
O: -0.2079 0.1825 0.0865
C: -0.7283 0.7990 -0.8524
O: -1.1866 -2.0783 -1.0843
C: -1.5872 -1.2610 -1.9051
O: -2.3197 -1.5947 -2.9686
N: -1.3700 0.1384 -1.8938
C: -2.7181 -0.3821 -3.6851
C: -1.9445 0.7649 -3.0968
H: -3.7942 -0.2388 -3.5314
H: -2.4999 -0.5417 -4.7448
H: -2.5779 1.6149 -2.8312
H: -1.1420 1.1024 -3.7666
C: -0.6839 2.2748 -0.9240
C: -0.4014 2.9056 0.3806
H: -1.5171 2.7138 -1.4856
H: 0.5587 2.5923 0.8032
H: -1.2127 2.7270 1.0930
C: -2.4172 -2.7067 4.1114
C: -1.9951 -1.9591 2.9946
N: -0.9088 -2.2890 2.2903
C: -0.1754 -3.3635 2.6350
C: -0.5448 -4.1989 3.7362
C: -1.6903 -3.8292 4.4755
C: 0.2523 -5.3532 3.9996
C: 1.3486 -5.6765 3.2296
C: 1.7627 -4.8721 2.1257
C: 2.8655 -5.1603 1.2911
C: 3.1674 -4.3245 0.2275
C: 2.3578 -3.1938 0.0041
N: 1.3203 -2.8993 0.7921
C: 1.0028 -3.6971 1.8278
H: -3.3038 -2.3816 4.6488
H: -2.5426 -1.0750 2.6597
H: -1.9827 -4.4463 5.3240
H: -0.0411 -5.9867 4.8390
H: 1.9346 -6.5713 3.4481
H: 3.4585 -6.0492 1.5022
H: 4.0013 -4.5061 -0.4448
H: 2.5466 -2.5103 -0.8270

Output
HOMO	-10.920	eV
ΔE to the lowest compared entry with this formula, charge and spin	16.4	kcal/mol
LUMO energy	-2.63	eV
total charge	+1
orbital gap	8.29	eV

Results of the Mulliken charge analysis, in e, for atoms 1 through 5:
1. C -0.9561
2. C 1.0613
3. H 0.4865
4. H 0.3910
5. C 1.0279

Density functional theory data (wB97M-V/def2-TZVPD) for a structure of composition C30H27N5O4SW.

Geometry (Å):
W: 0.2944 0.6058 -0.1919
C: 4.4380 1.3031 -1.2977
O: 3.6511 2.4398 -1.8722
C: 2.4154 2.1634 -1.5734
N: 2.1576 1.0069 -1.0729
C: 3.3834 0.1907 -1.1414
C: 3.4765 -0.7084 0.0623
C: 2.7662 -0.3748 1.2158
C: 2.7595 -1.2243 2.3184
C: 3.4864 -2.4031 2.2755
C: 4.2133 -2.7267 1.1351
C: 4.2021 -1.8906 0.0269
C: 1.2528 3.0145 -1.8377
C: 1.2230 4.2473 -2.4248
C: -0.0317 4.8481 -2.6515
C: -1.1707 4.1768 -2.2793
C: -1.0542 2.9262 -1.6611
N: 0.1343 2.3478 -1.4400
C: -2.1045 2.0787 -1.1675
N: -1.7335 0.9958 -0.5666
C: -2.9504 0.1743 -0.3355
C: -4.0709 1.2022 -0.6396
O: -3.3911 2.3059 -1.3286
C: -2.9973 -1.0550 -1.2034
C: -3.6815 -2.1702 -0.7300
C: -3.8213 -3.2954 -1.5302
C: -3.2702 -3.3131 -2.8052
C: -2.5847 -2.2020 -3.2789
C: -2.4526 -1.0734 -2.4806
H: 4.8184 1.6613 -0.3423
H: 5.2432 1.0913 -1.9915
H: 3.3091 -0.4092 -2.0529
H: 2.3156 0.6151 1.3164
H: 2.2133 -0.9469 3.2109
H: 3.5025 -3.0647 3.1307
H: 4.7868 -3.6431 1.1055
H: 4.7483 -2.1736 -0.8648
H: 2.1446 4.7309 -2.7168
H: -0.0903 5.8197 -3.1197
H: -2.1577 4.5867 -2.4443
H: -2.9714 -0.1128 0.7162
H: -4.5358 1.6200 0.2500
H: -4.8191 0.8132 -1.3238
H: -4.1126 -2.1650 0.2645
H: -4.3620 -4.1560 -1.1603
H: -3.3817 -4.1874 -3.4320
H: -2.1607 -2.2077 -4.2739
H: -1.9195 -0.2084 -2.8629
C: -0.7370 1.1815 5.9772
C: -0.6073 0.8987 4.5185
C: -1.0835 -0.3030 3.9615
C: -0.9544 -0.4890 2.6112
N: -0.4030 0.4812 1.8556
C: 0.0470 1.5884 2.4713
S: 0.7494 2.6282 1.2936
N: -0.0248 1.8336 3.7671
H: -0.9732 0.2847 6.5446
H: -1.5395 1.9076 6.1235
H: 0.1798 1.6317 6.3535
H: -1.5402 -1.0610 4.5795
H: -1.2794 -1.3896 2.1110
C: 0.1642 -3.6458 -1.2162
O: 0.7313 -2.3421 -1.6138
C: 0.3784 -1.3260 -0.9339
O: -0.3611 -1.3335 0.0872
H: 0.5983 -4.3552 -1.9095
H: -0.9163 -3.5884 -1.3229
H: 0.4607 -3.8553 -0.1922

Output
HOMO (spin up / spin down)	-13.141 / -13.142	eV
ΔE to the lowest compared entry with this formula, charge and spin	0.0	kcal/mol
LUMO energy (spin up / spin down)	-6.75 / -6.75	eV
total charge	+2
orbital gap (spin up / spin down)	6.39 / 6.39	eV

Results of the Mulliken charge analysis, in e, for atoms 1 through 5:
1. W 1.4989
2. C -0.6354
3. O -0.4477
4. C 0.3404
5. N -0.0561

Density functional theory data (wB97M-V/def2-TZVPD) for a cluster of 4 separate species, C17H45ClINO5P in total.

Geometry (Å):
C: 0.3516 3.7057 0.2251
C: -0.7169 3.3754 -0.7994
O: -0.6971 2.0383 -1.2309
C: -1.2612 1.1163 -0.2729
C: -0.1196 0.4980 0.5119
O: -0.4130 -0.8008 0.9696
C: -0.3548 -0.9537 2.3839
P: 1.4044 -1.1193 3.0815
N: 1.8234 -2.3901 1.9305
Cl: 0.7722 -2.7125 4.5199
I: 3.8455 -1.2040 4.0637
H: 1.2635 3.1793 -0.0215
H: 0.0407 3.4231 1.2223
H: 0.5727 4.7686 0.2342
H: -1.7011 3.6906 -0.4530
H: -0.5119 3.9922 -1.6717
H: -1.9457 1.6891 0.3490
H: -1.8267 0.3766 -0.8236
H: 0.1006 1.1227 1.3705
H: 0.7639 0.5015 -0.1138
H: -0.8835 -1.8634 2.6254
H: -0.9009 -0.1382 2.8669
H: 1.1185 -0.1899 4.1243
H: 1.8989 -0.0608 2.2515
H: 2.4514 -2.0295 1.2231
H: 2.2634 -3.1428 2.4434
C: -6.7678 3.8588 2.2851
C: -5.4376 4.5257 1.9762
O: -4.6700 3.8536 0.9976
C: -5.2633 3.7266 -0.2807
C: -5.5819 5.0586 -0.9399
H: -6.6132 2.8179 2.5715
H: -7.2654 4.3776 3.1050
H: -7.4410 3.8720 1.4265
H: -4.8188 4.5301 2.8735
H: -5.5885 5.5744 1.6936
H: -6.1574 3.0952 -0.2272
H: -4.5325 3.1938 -0.8897
H: -6.3414 5.6174 -0.3908
H: -5.9553 4.8959 -1.9513
H: -4.6865 5.6793 -0.9941
C: 0.5183 -8.6915 -0.6181
C: 1.8296 -8.0931 -0.1336
O: 2.1971 -6.9002 -0.7910
C: 1.2838 -5.8164 -0.6627
C: 1.0333 -5.3709 0.7654
H: 0.5467 -8.8473 -1.6980
H: 0.3398 -9.6506 -0.1297
H: -0.3300 -8.0429 -0.3970
H: 2.6413 -8.7952 -0.3317
H: 1.8030 -7.9416 0.9515
H: 0.3378 -6.0591 -1.1622
H: 1.7326 -4.9966 -1.2236
H: 0.5404 -6.1481 1.3546
H: 0.4018 -4.4851 0.7818
H: 1.9715 -5.1268 1.2584
C: 3.0835 0.3898 -3.6180
C: 3.2464 0.8365 -2.1749
O: 4.5901 0.8527 -1.7260
C: 5.4603 1.7187 -2.4210
C: 5.0558 3.1833 -2.3594
H: 3.5414 -0.5893 -3.7664
H: 2.0248 0.3254 -3.8699
H: 3.5512 1.0851 -4.3181
H: 2.7236 0.1355 -1.5253
H: 2.7792 1.8150 -2.0164
H: 5.5762 1.3961 -3.4634
H: 6.4324 1.5935 -1.9432
H: 4.1081 3.3683 -2.8670
H: 5.8158 3.8030 -2.8377
H: 4.9464 3.5029 -1.3223

Output
HOMO	-4.552	eV
LUMO energy	2.28	eV
total charge	-1
orbital gap	6.83	eV

Results of the Mulliken charge analysis, in e, for atoms 1 through 5:
1. C -1.1310
2. C 0.1949
3. O -0.4434
4. C -0.5551
5. C 0.0886

Density functional theory data (wB97M-V/def2-TZVPD) for the molecule C4H7N3O5.

Geometry (Å):
C: 0.4667 -0.0802 -0.9929
C: 0.1980 -0.4677 0.3718
C: -0.4379 0.7731 1.1377
O: -0.7824 -1.6140 0.2392
C: -1.0622 -2.2398 1.3550
O: -0.6944 -1.9827 2.4535
N: -2.0716 -3.3497 1.0727
N: -2.1863 -3.7866 -0.1450
O: -3.1792 -4.3820 -0.4533
N: -2.9205 -3.6061 2.3283
O: -2.3138 -4.3147 3.0582
O: -4.0022 -3.1440 2.3485
H: 0.2534 -0.8286 -1.7601
H: -0.0702 0.9075 -1.2225
H: 1.5066 0.2643 -1.1193
H: 0.9725 -0.8451 0.9068
H: -1.3040 0.9031 0.4827
H: 0.2738 1.5841 1.1233
H: -0.7478 0.4621 2.0741

Output
HOMO	-10.028	eV
structure (SMILES)	CC(C)OC(=O)N(N=O)[N+](=O)[O-]
ΔE to the lowest compared entry with this formula, charge and spin	115.1	kcal/mol
LUMO energy	-0.26	eV
total charge	0
orbital gap	9.77	eV

Results of the Mulliken charge analysis, in e, for atoms 1 through 5:
1. C -1.1578
2. C 0.2144
3. C -1.4105
4. O -0.3435
5. C 0.6997

Density functional theory data (wB97M-V/def2-TZVPD) for the molecule C2H6FN2O2PS2.

Geometry (Å):
C: 0.6104 1.3438 0.0353
C: 2.2590 -0.3167 0.5288
N: 0.8974 -0.6394 -1.3865
N: 1.2062 0.0758 -0.4082
O: 1.2511 2.0917 0.7216
O: -2.5208 -2.0080 0.4373
F: -0.2539 1.7781 -0.9806
P: -1.9304 -0.6407 -0.2475
S: -0.6041 0.0989 1.2214
S: -3.5634 0.6370 -0.1630
H: 1.9351 -1.3579 0.8055
H: 3.1755 -0.1053 0.0950
H: 2.3052 0.2964 1.3439
H: 0.2339 -0.1652 -2.0449
H: -2.2620 -2.8044 -0.0944
H: -2.7391 1.7159 0.1364

Output
HOMO (spin up / spin down)	-8.634 / -8.634	eV
LUMO energy (spin up / spin down)	-1.31 / -1.31	eV
total charge	0
orbital gap (spin up / spin down)	7.33 / 7.33	eV

Results of the Mulliken charge analysis, in e, for atoms 1 through 5:
1. C 0.6804
2. C -0.9027
3. N -0.9117
4. N 0.7573
5. O -0.6049

Density functional theory data (wB97M-V/def2-TZVPD) for a cluster of 2 separate species, C5H9IN4 in total.

Geometry (Å):
I: -2.4970 -1.9729 -2.1980
C: -1.6663 -0.0962 -2.3637
N: -2.2047 1.0184 -1.8416
N: -1.4615 1.9859 -2.2223
N: -0.5068 1.4767 -2.9650
N: -0.5959 0.1704 -3.0928
H: 0.2309 2.0203 -3.3864
C: 0.7620 0.8696 -0.3178
C: 0.0063 -0.0789 0.2118
C: 0.3892 -1.5298 0.1397
C: -1.2356 0.2332 0.9922
H: 1.6675 0.6381 -0.8481
H: 0.5109 1.9123 -0.2255
H: 1.0876 -1.7681 0.9429
H: -0.4798 -2.1704 0.2621
H: 0.8750 -1.7614 -0.8052
H: -1.0566 0.0650 2.0536
H: -2.0545 -0.4184 0.6916
H: -1.5430 1.2662 0.8462

Output
HOMO	-9.201	eV
structure (SMILES)	Ic1nn[nH]n1.C=C(C)C
ΔE to the lowest compared entry with this formula, charge and spin	0.0	kcal/mol
LUMO energy	0.34	eV
total charge	0
orbital gap	9.54	eV

Results of the Mulliken charge analysis, in e, for atoms 1 through 5:
1. I 0.1353
2. C 0.2140
3. N -0.1091
4. N -0.4045
5. N 0.3621

Density functional theory data (wB97M-V/def2-TZVPD) for a structure of composition C2HCrFO.

Geometry (Å):
H: 1.5241 0.7149 0.1598
O: 1.1901 -0.5806 1.2369
C: 0.5098 0.2211 0.4657
C: -0.6035 0.0621 -0.2689
F: -1.7234 0.6140 0.3402
Cr: -0.8971 -1.0314 -1.9338

Output
HOMO (spin up / spin down)	-14.582 / -14.941	eV
LUMO energy (spin up / spin down)	-6.95 / -7.22	eV
total charge	+1
orbital gap (spin up / spin down)	7.63 / 7.72	eV
multiplicity	6

Results of the Mulliken charge analysis, in e, for atoms 1 through 5:
1. H 0.3888
2. O -0.3500
3. C -0.0934
4. C 0.3670
5. F -0.1381

Density functional theory data (wB97M-V/def2-TZVPD) for a cluster of 2 separate species, C2H2Br3ClS in total.

Geometry (Å):
Br: -0.6039 -0.9480 -1.9476
C: -0.0523 0.7022 -1.2863
C: -0.3534 1.2492 -0.1191
Br: 0.4736 2.9950 0.2653
H: 0.6246 1.3336 -1.7870
H: -1.0709 1.1006 0.6622
Cl: -1.3716 -2.2318 1.3425
S: 0.5163 -2.8819 1.1351
Br: 1.8376 -1.3188 1.7347

Output
HOMO	-9.137	eV
structure (SMILES)	Br/C=C/Br.ClSBr
ΔE to the lowest compared entry with this formula, charge and spin	22.9	kcal/mol
LUMO energy	-0.67	eV
total charge	0
orbital gap	8.47	eV

Results of the Mulliken charge analysis, in e, for atoms 1 through 5:
1. Br -0.0859
2. C -0.2977
3. C -0.1527
4. Br -0.1704
5. H 0.3352

Short version: DFT total energy = -36109.3921, -59837.3424, -59997.9073, -18962.2763, -42921.2479, -19389.9434, -35262.2673, -235590.1478 eV, in the order given.
Short version: F_max = 4.1, 1.6, 2.4, 3.9, 4.1, 1.5, 11.1, 1.8 eV/Å, in the order given.